Run a
20
Properties=species:S:1:pos:R:3:lowdin_charge:R:1 method="wB97M-V/def2-TZVPD" homo_lumo_gap_ev=7.86 spin_multiplicity=1
N 1.434 -0.486 1.423 0.04
N -1.549 -0.521 -0.583 0.09
N -0.973 -1.688 1.393 0.16
C 0.644 -0.299 0.211 -0.42
C -0.665 -0.956 0.299 -0.41
C 1.401 -0.579 -1.086 -0.05
C -0.772 2.171 -0.720 -0.19
H -1.438 2.422 -1.552 -0.02
H 0.738 -0.493 -1.944 0.08
H -1.934 -1.891 1.622 0.11
H 1.571 0.397 1.901 0.08
H 1.834 -1.583 -1.076 0.08
H -0.229 -1.758 2.075 0.09
H -2.501 -0.852 -0.476 0.09
H 0.233 0.841 0.020 0.11
H 2.211 0.144 -1.200 0.08
H 2.349 -0.879 1.231 0.07
H -1.367 0.688 -0.733 0.07
H -1.164 2.674 0.167 -0.03
H 0.177 2.648 -0.972 -0.02

Run b
20
Properties=species:S:1:pos:R:3:lowdin_charge:R:1 method="wB97M-V/def2-TZVPD" smiles=C[C@@H](N)CNCN homo_lumo_gap_ev=9.69 spin_multiplicity=1
N -2.441 0.280 0.738 0.03
N 0.700 -0.154 -1.058 -0.07
N 2.535 1.535 -0.803 0.01
C -0.141 0.365 0.017 -0.24
C 1.610 0.828 -1.651 -0.33
C -1.347 -0.535 0.257 -0.47
C -0.966 -1.663 1.216 -0.08
H -1.778 -2.336 1.501 0.07
H 2.072 2.041 -0.059 0.06
H 0.961 1.530 -2.179 0.11
H 0.405 0.440 0.965 0.11
H -2.161 0.773 1.578 0.07
H -3.269 -0.262 0.955 0.07
H -1.589 -0.943 -0.725 0.13
H 1.198 -0.964 -0.711 0.10
H 3.230 0.908 -0.406 0.07
H 2.156 0.274 -2.417 0.11
H -0.605 -1.217 2.152 0.07
H -0.436 1.381 -0.224 0.12
H -0.133 -2.280 0.853 0.07

Verdict on stability: run b comes out on top.

Run a
20
Properties=species:S:1:pos:R:3:lowdin_charge:R:1 method="wB97M-V/def2-TZVPD" homo_lumo_gap_ev="7.96 / 7.98" spin_multiplicity=1
N -0.747 -0.743 -2.872 -0.04
N 0.643 -1.823 -1.611 -0.03
N -0.519 -1.123 -1.580 -0.21
C -0.428 0.745 -0.270 -0.09
C 0.274 0.465 0.938 -0.52
C -0.417 -0.724 1.655 -0.09
C 0.552 1.692 1.895 -0.06
H 1.299 -0.026 0.601 0.15
H 1.397 -1.201 -2.119 0.12
H -0.011 -0.699 2.632 0.05
H 0.097 -0.490 -3.487 0.10
H -0.130 -1.657 1.223 0.04
H 1.236 1.506 2.698 0.06
H -1.532 0.733 -0.313 0.07
H -1.460 -0.037 -2.941 0.07
H 0.933 -1.955 -0.658 0.04
H -0.378 1.984 2.320 0.06
H -0.016 1.503 -1.079 0.10
H -1.541 -0.695 1.725 0.10
H 0.748 2.545 1.244 0.07

Run b
20
Properties=species:S:1:pos:R:3:lowdin_charge:R:1 method="wB97M-V/def2-TZVPD" homo_lumo_gap_ev="9.25 / 7.97" spin_multiplicity=1
N -0.965 0.708 0.390 -0.15
N 0.754 -0.810 0.219 -0.06
N 1.770 -0.022 -0.144 -0.14
C -2.018 0.178 1.267 -0.15
C -1.207 0.785 -1.013 -0.22
C 0.573 -1.986 -0.658 -0.10
C 2.059 1.069 0.732 -0.09
H 2.830 0.722 1.319 0.05
H -2.760 0.941 1.575 0.08
H 0.839 -2.828 -0.144 0.04
H 1.041 1.260 1.285 0.11
H 1.948 0.324 -1.040 0.10
H -0.383 1.280 -1.520 0.05
H -1.399 -0.314 1.973 0.05
H -1.956 1.589 -1.167 0.08
H -1.475 -0.223 -1.609 0.11
H -0.446 -2.017 -0.738 0.02
H 1.117 -1.908 -1.688 0.12
H 2.216 1.922 0.269 0.03
H -2.539 -0.670 0.694 0.08

Verdict on stability: run a comes out on top.

Run a
20
Properties=species:S:1:pos:R:3:lowdin_charge:R:1 method="wB97M-V/def2-TZVPD" smiles=NCC[C@@H](N)CN homo_lumo_gap_ev=9.99 spin_multiplicity=1
N 1.321 -0.280 2.488 -0.04
N -1.742 -0.161 1.214 0.00
N 0.940 0.929 -2.417 -0.02
C -0.378 0.018 0.446 -0.39
C 0.719 -0.837 1.145 -0.22
C -0.653 -0.475 -0.949 -0.20
C -0.530 0.643 -2.054 -0.25
H 1.588 -1.134 0.557 0.09
H -1.623 -0.259 2.302 0.10
H 1.050 1.778 -3.018 0.07
H 0.386 -1.832 1.497 0.11
H 1.420 0.980 -1.517 0.04
H 1.229 -0.919 3.237 0.02
H -1.610 -0.878 -1.099 0.08
H -1.094 0.263 -2.861 0.07
H 0.118 -1.370 -1.162 0.15
H -1.058 1.551 -1.630 0.11
H 2.178 0.376 2.421 0.09
H 0.106 0.945 0.442 0.10
H -2.367 0.661 0.960 0.08

Run b
20
Properties=species:S:1:pos:R:3:lowdin_charge:R:1 method="wB97M-V/def2-TZVPD" smiles=NCCNCCN homo_lumo_gap_ev=9.06 spin_multiplicity=1
N -1.611 1.116 2.814 -0.03
N 1.989 0.673 -2.002 -0.01
N -0.352 -0.437 -0.323 -0.09
C 0.959 -1.030 -0.651 -0.26
C 1.484 -0.760 -2.026 -0.25
C -1.651 0.073 1.762 -0.27
C -0.942 0.596 0.498 -0.24
H -0.165 1.294 0.844 0.11
H -1.614 1.205 -0.094 0.10
H -0.743 0.967 3.332 0.06
H 1.632 -0.546 0.067 0.11
H 2.767 0.802 -2.644 0.05
H 0.671 -0.786 -2.749 0.10
H -2.683 -0.234 1.578 0.11
H 0.881 -2.062 -0.282 0.10
H 1.278 1.165 -2.539 0.05
H 2.321 -1.445 -2.190 0.11
H -1.008 -0.745 2.080 0.10
H -2.224 0.855 3.588 0.06
H -0.989 -0.702 -1.063 0.09

Verdict on stability: run b comes out on top.

Run a
20
Properties=species:S:1:pos:R:3:lowdin_charge:R:1 method="wB97M-V/def2-TZVPD" homo_lumo_gap_ev=7.65 spin_multiplicity=1
N 0.361 -0.630 0.369 -0.26
N 0.489 -0.715 1.789 0.08
N -1.941 0.299 0.529 0.15
C 0.592 -1.959 -0.239 -0.02
C 0.847 1.993 0.151 -0.17
C -0.907 0.242 -1.648 -0.06
C -0.878 0.170 -0.148 -0.45
H 1.490 -2.386 0.199 0.09
H -1.405 -0.643 -2.058 0.08
H 0.730 -1.842 -1.311 0.08
H -1.834 0.171 1.532 0.04
H 1.039 0.255 0.115 0.11
H 0.558 0.257 2.096 0.08
H 0.388 2.579 -0.646 -0.03
H -0.263 -2.606 -0.046 0.09
H 0.554 2.439 1.107 -0.04
H -0.365 -1.123 2.165 0.08
H -1.482 1.119 -1.934 0.09
H 1.940 2.057 0.063 -0.04
H 0.087 0.324 -2.083 0.08

Run b
20
Properties=species:S:1:pos:R:3:lowdin_charge:R:1 method="wB97M-V/def2-TZVPD" smiles=NCCNCCN homo_lumo_gap_ev=9.59 spin_multiplicity=1
N -0.156 0.259 0.601 -0.09
N -2.843 0.869 -0.023 -0.02
N 2.117 -1.485 0.663 0.00
C -0.675 -0.087 -0.743 -0.23
C 1.172 0.828 0.576 -0.26
C -2.208 -0.254 -0.731 -0.26
C 2.222 -0.132 0.044 -0.28
H -0.211 -1.034 -1.021 0.10
H 2.598 -2.103 0.019 0.05
H 2.087 -0.342 -1.019 0.10
H 1.413 0.998 1.634 0.11
H -0.341 0.736 -1.396 0.11
H -2.519 -0.143 -1.767 0.11
H 3.208 0.344 0.091 0.10
H -2.458 -1.209 -0.266 0.11
H 1.206 1.790 0.046 0.11
H -0.836 0.901 0.985 0.07
H -3.845 0.796 -0.116 0.06
H -2.692 0.777 0.972 0.05
H 2.760 -1.511 1.453 0.06

Verdict on stability: run b comes out on top.

Run a
15
Properties=species:S:1:pos:R:3:lowdin_charge:R:1 method="wB97M-V/def2-TZVPD" charge=+1 homo_lumo_gap_ev=9.26 spin_multiplicity=1
I -3.038 -0.049 -0.141 0.86
N 0.402 1.813 -0.489 0.10
N -0.442 0.704 1.179 0.04
C -0.111 0.597 -1.110 -0.16
C -0.853 -0.063 0.047 -0.73
C -0.413 -1.961 0.319 0.04
C 0.198 1.788 0.801 -0.06
H -0.759 0.830 -1.958 0.12
H -0.754 0.503 2.119 0.17
H 0.628 -1.960 0.604 0.05
H 0.845 2.551 -1.015 0.18
H 0.517 2.563 1.481 0.17
H -0.607 -2.407 -0.642 0.05
H -1.087 -2.279 1.093 0.03
H 0.718 -0.019 -1.471 0.14

Run b
15
Properties=species:S:1:pos:R:3:lowdin_charge:R:1 method="wB97M-V/def2-TZVPD" charge=+1 homo_lumo_gap_ev=8.58 spin_multiplicity=1
I -3.273 -0.302 0.211 0.91
N 1.107 -0.767 -0.516 -0.01
N -0.354 2.250 -0.702 0.21
C -1.292 0.199 0.667 -0.60
C 1.051 0.559 0.202 -0.10
C -0.324 1.132 -0.065 -0.43
C -0.053 -1.546 -0.026 0.01
H -0.819 -1.854 -0.752 0.07
H 1.021 -0.655 -1.643 0.26
H 2.062 -1.092 -0.416 0.17
H -1.073 0.117 1.803 0.09
H -1.202 2.764 -0.724 0.06
H 1.114 0.298 1.340 0.18
H 1.846 1.084 -0.163 0.10
H 0.190 -2.189 0.785 0.09

Run c
15
Properties=species:S:1:pos:R:3:lowdin_charge:R:1 method="wB97M-V/def2-TZVPD" charge=+1 homo_lumo_gap_ev=9.77 spin_multiplicity=1
I -1.267 2.933 -0.763 0.47
N 1.545 0.135 -0.913 0.16
N -0.159 -1.193 -1.226 0.14
C -0.209 -0.824 0.082 -0.28
C 0.799 0.062 0.258 -0.03
C 0.888 -0.613 -1.832 -0.03
C -1.308 -1.211 0.985 0.01
H 1.092 0.521 1.095 0.10
H -1.224 -0.710 1.885 0.07
H 1.032 -0.868 -2.876 0.17
H 2.253 0.691 -1.218 0.14
H -1.315 -2.282 1.158 0.10
H -0.932 -1.547 -1.837 0.22
H -0.853 2.996 -2.299 -0.35
H -2.293 -1.081 0.590 0.09

Run d
15
Properties=species:S:1:pos:R:3:lowdin_charge:R:1 method="wB97M-V/def2-TZVPD" charge=+1 smiles="CN1C[C@H]1C(=[NH2+])I" homo_lumo_gap_ev=8.69 spin_multiplicity=1
I -2.782 -0.306 0.014 1.19
N -1.263 2.258 0.340 0.17
N 0.152 -1.058 0.108 -0.22
C 0.329 -0.572 -1.195 -0.10
C 0.127 0.361 -0.021 -0.32
C 1.226 -1.723 0.776 -0.04
C -1.209 0.974 0.181 -0.68
H 0.727 -2.061 1.736 0.12
H 0.866 1.053 0.280 0.14
H 1.306 -0.518 -1.832 0.17
H -0.413 2.825 0.253 0.16
H 1.430 -2.504 0.052 0.10
H -2.040 2.877 0.312 0.13
H 2.087 -0.983 0.810 0.12
H -0.543 -0.624 -1.813 0.07

Verdict on stability: run c comes out on top.